Here is the molecule C21H29N3O5S at a distorted geometry from OMol25. Energies are from ωB97M-V with the def2-TZVPD basis set.

lowest unoccupied orbital energy: 0.65 eV
HOMO energy: -0.3255 Eh
structure (SMILES): CCOc1ccc(N(CC(=O)NC2CCCCC2)S(=O)(=O)c2c(C)noc2C)cc1
relative energy (zero: lowest compared OMol25 entry of this formula, charge and spin): 65.0 kcal per mole

Each line ends with the Mulliken charge.
Positions of all 59 atoms, in Å:
C: -3.887 -4.044 1.716  -1.01
C: -4.155 -4.040 0.214  -0.44
O: -4.258 -2.732 -0.317  -0.47
C: -3.140 -1.993 -0.526  0.85
C: -1.830 -2.430 -0.349  -0.55
C: -0.771 -1.575 -0.597  0.07
C: -0.999 -0.279 -1.032  -1.30
N: 0.059 0.652 -1.219  0.68
C: 1.046 0.419 -2.254  -0.67
C: 2.017 -0.738 -1.968  0.42
O: 2.055 -1.738 -2.659  -0.70
N: 2.812 -0.515 -0.913  0.40
C: 3.832 -1.454 -0.483  -0.18
C: 4.997 -0.693 0.148  -1.16
C: 4.609 -0.080 1.493  -0.37
C: 4.092 -1.156 2.442  -1.01
C: 2.888 -1.865 1.830  0.32
C: 3.271 -2.494 0.494  -1.06
S: 0.520 1.357 0.212  1.66
O: 1.735 2.091 -0.019  -0.74
O: 0.517 0.420 1.302  -0.77
C: -0.815 2.477 0.457  0.51
C: -1.026 3.714 -0.218  0.13
C: -0.156 4.319 -1.249  -1.18
N: -2.139 4.253 0.196  -0.78
O: -2.686 3.419 1.120  -0.17
C: -1.902 2.348 1.283  0.14
C: -2.303 1.280 2.220  -1.24
C: -2.304 0.159 -1.222  -0.27
C: -3.363 -0.687 -0.972  -0.84
H: -2.936 -3.568 1.944  0.32
H: -4.675 -3.501 2.232  0.30
H: -3.867 -5.067 2.081  0.36
H: -3.392 -4.616 -0.323  0.33
H: -5.131 -4.490 0.011  0.34
H: -1.614 -3.433 -0.018  0.48
H: 0.239 -1.919 -0.448  0.30
H: 1.617 1.345 -2.353  0.46
H: 0.518 0.207 -3.188  0.42
H: 2.715 0.344 -0.392  0.17
H: 4.165 -1.975 -1.390  0.36
H: 5.824 -1.392 0.297  0.47
H: 5.335 0.087 -0.537  0.36
H: 5.480 0.416 1.927  0.36
H: 3.834 0.678 1.355  0.17
H: 3.811 -0.704 3.395  0.41
H: 4.886 -1.883 2.635  0.39
H: 2.531 -2.643 2.509  0.42
H: 2.078 -1.148 1.690  -0.34
H: 2.408 -2.981 0.036  0.35
H: 4.036 -3.258 0.655  0.51
H: -0.398 5.371 -1.368  0.43
H: 0.886 4.194 -0.961  0.30
H: -0.307 3.809 -2.200  0.23
H: -2.657 1.713 3.153  0.48
H: -1.451 0.630 2.399  0.21
H: -3.113 0.694 1.785  0.21
H: -2.483 1.164 -1.573  0.47
H: -4.381 -0.363 -1.118  0.44



Here is the molecule C21H29N3OS from OMol25. Energies are from ωB97M-V with the def2-TZVPD basis set.

lowest unoccupied orbital energy: 0.60 eV
HOMO energy: -0.2791 Eh
structure (SMILES): CCCC(=O)N[C@@H](C)[C@H](c1cccs1)N1CCN(c2ccccc2)CC1
relative energy (zero: lowest compared OMol25 entry of this formula, charge and spin): 17.8 kcal per mole

Each line ends with the Mulliken charge.
Positions of all 55 atoms, in Å:
C: -3.588 -4.611 0.073  -1.15
C: -3.308 -3.787 1.324  -0.51
C: -3.468 -2.292 1.056  -0.59
C: -2.351 -1.755 0.179  0.56
O: -1.245 -2.248 0.109  -0.65
N: -2.692 -0.652 -0.533  -0.06
C: -1.705 0.080 -1.298  -0.55
C: -2.376 0.859 -2.418  -1.82
C: -0.877 0.982 -0.339  0.36
C: -1.784 1.992 0.291  -0.18
C: -2.121 3.233 -0.153  -0.46
C: -3.053 3.889 0.685  -0.71
C: -3.417 3.136 1.752  -0.58
S: -2.621 1.609 1.762  -0.12
N: 0.215 1.685 -1.009  0.23
C: 1.076 2.387 -0.066  -0.99
C: 2.008 1.454 0.716  -0.47
N: 2.804 0.659 -0.198  0.15
C: 4.008 0.122 0.245  0.41
C: 4.945 0.950 0.874  -0.25
C: 6.174 0.462 1.267  -0.62
C: 6.513 -0.861 1.039  -0.47
C: 5.599 -1.689 0.413  -0.74
C: 4.362 -1.211 0.023  -0.27
C: 1.968 -0.099 -1.106  -0.73
C: 1.073 0.887 -1.869  -1.52
H: -4.603 -4.442 -0.281  0.30
H: -2.893 -4.337 -0.717  0.30
H: -3.469 -5.671 0.282  0.35
H: -3.987 -4.087 2.124  0.38
H: -2.284 -3.970 1.654  0.30
H: -4.434 -2.089 0.590  0.34
H: -3.423 -1.738 1.999  0.23
H: -3.571 -0.194 -0.350  0.42
H: -1.036 -0.685 -1.704  0.67
H: -3.136 1.525 -2.015  0.38
H: -1.639 1.460 -2.940  0.32
H: -2.845 0.175 -3.121  0.48
H: -0.516 0.303 0.453  0.30
H: -1.701 3.665 -1.042  0.55
H: -3.432 4.877 0.497  0.43
H: -4.103 3.374 2.540  0.50
H: 0.461 2.958 0.630  0.45
H: 1.681 3.088 -0.649  0.40
H: 2.657 2.051 1.356  0.57
H: 1.409 0.798 1.370  0.06
H: 4.715 1.992 1.038  0.38
H: 6.878 1.126 1.748  0.36
H: 7.477 -1.240 1.345  0.38
H: 5.844 -2.726 0.234  0.36
H: 3.663 -1.891 -0.439  0.38
H: 2.604 -0.614 -1.828  0.81
H: 1.348 -0.843 -0.582  0.35
H: 0.480 0.358 -2.613  0.51
H: 1.718 1.597 -2.398  0.50